[1]
Molecular formula: C51H78ClF3I2N15O3S
Method: DFT, ωB97M-V with the def2-TZVPD basis set

XYZ file:
```
154
C51H78ClF3I2N15O3S, DFT ωB97M-V with the def2-TZVPD basis set
C -0.19513 2.50108 1.24554
C 3.70449 -2.90487 -6.92763
C 1.78406 3.90114 0.51350
H -2.29520 -3.16719 -2.73205
C -1.71883 2.33758 -2.93929
H -8.32026 0.67559 8.47370
H -2.67810 -2.71358 -9.67494
H -3.37406 -1.95354 -3.46433
H 0.30049 6.32516 -4.56070
H -11.55337 -2.27206 4.05102
H -2.08898 1.03172 -6.07677
H 4.91648 -4.13754 2.02438
C -1.62166 -1.17080 -2.49723
H 3.25812 -0.10561 0.78694
S 6.21258 1.43502 0.19861
H -10.43364 -1.71035 5.30270
H -2.56089 -2.00790 7.63138
C 3.08538 0.89955 1.18004
C 5.55487 0.56654 1.61487
N -3.43625 -2.50489 -12.71674
H 2.54814 9.37554 -0.24371
N -8.96420 0.82085 5.39748
H -1.49916 1.22409 -7.73841
C -1.53131 -1.61745 3.94514
N 0.68854 3.65122 1.44381
C -3.01251 -2.91029 -11.73385
H 5.35363 -0.45169 1.28531
H 0.89400 5.70403 -0.15340
H 3.93141 -0.20848 -6.32319
H -2.14280 -0.40887 1.74337
C 2.38003 -6.77332 -0.56883
H 3.94582 1.45742 -6.92600
H -0.83927 2.24285 4.52001
Cl 5.11234 0.83497 -1.43068
I 0.11019 -0.48292 -3.49229
H 3.71365 9.99533 0.94111
C 2.15676 8.84893 1.74313
C 3.44086 -7.57482 0.02423
C 6.60881 -3.77098 -0.84196
N -0.24443 2.54481 3.75468
H 1.27460 -4.01584 -0.08656
N -0.48120 6.44395 -1.52128
N 2.90821 -2.21447 -7.37694
C 4.70950 -3.79430 -6.35650
H -11.95503 -0.85130 5.03217
C 3.37180 0.71864 -6.36931
C -2.18621 0.67204 -7.10023
C -0.31066 -0.05697 0.57317
C -2.47346 -3.41818 -10.47791
C -1.11362 -0.74757 1.67511
C -11.48273 -1.83107 5.04322
F -2.79562 -1.10247 3.95835
N -1.63192 -1.87118 -7.19591
H 6.32817 0.53047 2.37576
O 7.55004 0.99779 -0.04116
H -1.39725 -3.55168 -10.56363
N 6.73462 -4.90496 -0.93705
H 5.42691 -2.05203 -0.99950
H -3.14482 3.05780 -1.59817
H 4.38093 2.22864 2.28613
H -1.72242 1.61140 2.57950
C -3.52440 -2.47817 7.44800
H -7.13050 -0.35726 7.66546
H 4.24215 -4.51622 5.98654
H -4.96807 2.61032 0.94403
H -2.93252 -4.37465 -10.23705
C 1.37808 -2.07027 0.90350
C -1.98482 -0.70910 -1.29344
H 2.10254 10.72496 0.81686
H 0.33622 4.65139 -3.97948
H -1.21086 5.41049 -4.40226
H 2.16696 5.92619 1.13360
N -12.66341 -3.36647 6.78135
H 4.21760 -5.60658 4.58740
H 7.14487 -1.81215 -1.37303
C -2.64246 2.10952 -1.76598
C -1.06434 2.80295 0.00416
F -1.10015 -1.58009 5.25191
H -3.20454 0.84365 -7.44299
H 3.12320 1.56535 0.32428
H -3.60247 0.69305 0.92186
H 1.03999 1.42470 -0.03352
H 3.02607 -5.80190 5.88538
H -3.85633 -2.22604 6.44286
H 4.04755 0.65018 3.08666
C 0.55619 1.18874 0.92041
C 0.71316 -1.05691 -0.02900
C -1.99905 1.66148 -0.42843
H -0.62424 2.30613 -2.79870
N 1.55783 -6.12791 -1.03626
H 0.28052 -1.66119 -0.82383
H 2.72035 3.60762 0.99110
H -0.33428 2.89781 -0.80622
C -12.14414 -2.69195 6.01621
C 3.14747 -3.71692 0.70571
H 2.24320 -2.80151 -0.97544
F -1.55930 -2.92382 3.58683
C -0.22845 5.58261 -3.96690
I -3.69455 -1.64274 -0.45614
H -1.70126 3.34323 2.46303
H -1.86224 -2.39786 -4.24043
C 1.98343 -3.19876 0.00393
C -4.50036 -2.00458 8.42127
H 2.23899 -1.67812 1.42602
H 1.75629 3.37338 -0.44766
H -1.22882 -1.79050 1.37492
H 3.00989 -8.41494 0.56529
C -1.87816 -0.75288 -7.16168
C -8.62352 0.41848 6.41602
H 6.63044 -2.02211 0.30548
H -8.76151 -0.96867 7.98291
C 1.72181 0.94491 1.89580
H 4.01851 -6.95852 0.71016
C -3.89182 2.70033 0.88908
C 2.69578 -4.16876 4.61863
H 4.22551 -4.67194 -5.93330
H 0.08255 4.46322 1.47836
O -2.14154 2.57946 -4.04237
H 1.79684 1.73836 2.63099
H -0.51199 0.16745 3.61392
H -3.43516 1.42831 -2.07556
C 3.11353 1.20779 -5.02139
C 6.44195 -2.32652 -0.72051
O 6.03122 2.83525 0.39888
C 2.66100 9.79346 0.75464
C -0.57697 -0.78907 3.10593
C 1.86904 5.39998 0.23381
H -3.41567 3.63990 1.12755
H 1.67678 0.02401 2.46175
N -1.22781 0.36371 -0.62284
C 3.60012 -5.07786 5.31121
H 0.38165 -1.28071 3.22732
N 2.91096 1.58168 -3.95611
H 5.25980 -3.27775 -5.57240
C -3.21481 1.60598 0.49802
N -5.27645 -1.63246 9.17599
H 5.40488 -4.10904 -7.13163
C -0.36961 6.06080 -2.59585
C -1.05376 2.46215 2.52865
C -2.33835 -2.22762 -3.28086
H 2.62478 5.55220 -0.53476
N 1.98568 -3.45199 4.07665
C -8.18319 -0.08774 7.71115
H 1.52545 -0.50632 -0.50081
N 1.76078 8.10640 2.51874
C 4.08591 -4.01470 1.37384
C 4.24082 1.15942 2.14393
H 0.71115 -2.58337 1.58497
H -1.57617 3.75732 0.04831
H -0.49638 0.63122 -1.30248
H -0.05143 3.51969 3.94242
H -3.41461 -3.55775 7.52691
H 4.09883 -7.95051 -0.75635
H 2.43177 0.53265 -6.88319
```

* charge: +1
* E_tot: -4790.04055 hartree
* gap between HOMO and LUMO: 8.07 eV

Mulliken atomic charge list, values in e, 4 entries:
1. C 0.15
2. C 0.41
3. C 0.38
4. H 0.43

[2]
Molecular formula: C4H13NS
Method: DFT, ωB97M-V with the def2-TZVPD basis set

XYZ file:
```
19
C4H13NS, DFT ωB97M-V with the def2-TZVPD basis set
C -1.82769 -0.44658 0.86678
S -0.26600 -1.12921 -2.36364
H 0.93648 1.17074 -1.83662
H 2.70501 -0.47776 0.16787
H -0.87992 1.24405 -1.64142
H 0.31184 -0.82070 -1.05350
H 1.93737 1.06483 0.60997
C -0.02329 0.95851 -2.26284
H -0.49568 1.18848 1.09218
N 0.58784 -0.53907 0.43715
C -0.46136 0.10552 1.25300
C 1.91665 -0.01500 0.75880
H -2.51030 -0.04066 1.63193
H 0.52143 -1.53329 0.66243
H 2.09734 -0.20663 1.83126
H -0.34614 -0.06935 2.33339
H -1.88569 -1.53594 0.92699
H -2.19735 -0.11409 -0.09807
H -0.12054 1.19615 -3.31565
```

* charge: 0
* E_tot: -613.07410 hartree
* gap between HOMO and LUMO: 8.79 eV
* SMILES: CCNC.CS
* ΔE to the lowest compared entry with this formula, charge and spin: 34.5 kcal/mol

Mulliken atomic charge list, values in e, 4 entries:
1. C -1.14
2. S -0.30
3. H 0.24
4. H 0.31